Entry 1:
Computed, not measured: a structure of composition C4H6O2 at a distorted geometry, with the ωB97M-V functional and the def2-TZVPD basis.

The value obtained for the orbital gap is 8.60 eV. The calculation puts the calculated total energy at -306.320418 Ha. The value obtained for the LUMO energy is 0.6 eV. Its energy above the lowest of the compared OMol25 structures with the same formula, charge and spin is 5.058 eV.

Geometry as ORCA input:
```
! RIJCOSX wB97M-V def2-TZVPD def2/J DEFGRID3
* xyz 0 1
C 0.021 -0.207 1.236
C 0.323 1.371 -0.686
C -0.723 -0.110 -0.021
C 0.752 0.003 -0.096
O -1.738 -0.719 -0.779
O 1.826 -0.701 -0.464
H -0.171 0.487 1.952
H 0.007 -1.147 1.731
H 0.299 1.237 -1.773
H 0.201 2.271 -0.011
H -2.386 -1.029 -0.123
H 1.589 -1.455 -0.965
*
```

=====

Entry 2:
Computed, not measured: an isolated molecule of C4H6O2, with the ωB97M-V functional and the def2-TZVPD basis.

The value obtained for the orbital gap is 10.96 eV. The SMILES is C[C@H]1O[C@H]1C=O. The calculation puts the calculated total energy at -306.438152 Ha. The value obtained for the LUMO energy is 0.8 eV. Its energy above the lowest of the compared OMol25 structures with the same formula, charge and spin is 1.854 eV.

Geometry as ORCA input:
```
! RIJCOSX wB97M-V def2-TZVPD def2/J DEFGRID3
* xyz 0 1
C 0.909 -1.065 0.611
C 0.196 0.241 0.875
O 0.649 1.386 0.181
C -0.669 0.931 -0.102
C -0.886 0.366 -1.467
O -1.961 0.398 -2.018
H 0.205 -1.901 0.547
H 1.481 -1.008 -0.320
H 1.609 -1.275 1.424
H -0.051 0.432 1.921
H -1.480 1.563 0.259
H 0.005 -0.090 -1.944
*
```

=====

Entry 3:
Computed, not measured: an isolated molecule of C4H6O2, with the ωB97M-V functional and the def2-TZVPD basis.

The value obtained for the orbital gap is 10.35 eV. The SMILES is CC(C=O)C=O. The calculation puts the calculated total energy at -306.467326 Ha. The value obtained for the LUMO energy is 0.3 eV. Its energy above the lowest of the compared OMol25 structures with the same formula, charge and spin is 1.060 eV.

Geometry as ORCA input:
```
! RIJCOSX wB97M-V def2-TZVPD def2/J DEFGRID3
* xyz 0 1
C -1.244 -0.239 -0.463
C 0.272 -0.136 -0.311
C 0.676 1.314 -0.074
O 1.544 1.887 -0.682
C 0.769 -0.938 0.883
O 0.062 -1.270 1.803
H -1.537 -1.273 -0.665
H -1.744 0.074 0.458
H -1.595 0.388 -1.289
H 0.811 -0.469 -1.205
H 0.095 1.823 0.725
H 1.850 -1.183 0.875
*
```

=====

Entry 4:
Computed, not measured: an isolated molecule of C4H6O2 at a distorted geometry, with the ωB97M-V functional and the def2-TZVPD basis.

The value obtained for the orbital gap is 11.25 eV. The SMILES is C1O[C@@H]1[C@H]1CO1. The calculation puts the calculated total energy at -306.299153 Ha. The value obtained for the LUMO energy is 1.1 eV. Its energy above the lowest of the compared OMol25 structures with the same formula, charge and spin is 5.637 eV.

Geometry as ORCA input:
```
! RIJCOSX wB97M-V def2-TZVPD def2/J DEFGRID3
* xyz 0 1
C 0.336 -1.770 -0.745
C 0.580 -0.581 0.028
C -0.145 0.724 -0.202
C -0.499 1.590 0.931
H 0.305 -2.748 -0.447
H -0.277 -1.607 -1.520
H 0.633 -0.677 0.925
H 0.177 1.125 -1.191
H -0.276 1.318 1.896
H -0.754 2.887 0.948
O 1.434 -1.033 -0.846
O -1.515 0.773 0.223
*
```

=====

Entry 5:
Computed, not measured: an isolated molecule of C4H6O2, with the ωB97M-V functional and the def2-TZVPD basis.

The value obtained for the orbital gap is 10.82 eV. The SMILES is O=C[C@@H]1C[C@@H]1O. The calculation puts the calculated total energy at -306.427679 Ha. The value obtained for the LUMO energy is 0.7 eV. Its energy above the lowest of the compared OMol25 structures with the same formula, charge and spin is 2.139 eV.

Geometry as ORCA input:
```
! RIJCOSX wB97M-V def2-TZVPD def2/J DEFGRID3
* xyz 0 1
O -1.900 0.666 -0.015
C -1.002 -0.316 -0.391
C 0.231 -0.073 -1.144
C 0.292 -0.618 0.331
C 1.110 0.308 1.144
O 1.521 1.371 0.729
H -1.486 1.211 0.663
H -1.514 -1.230 -0.673
H 0.566 -0.676 -1.978
H 0.511 0.982 -1.227
H 0.343 -1.659 0.668
H 1.423 -0.049 2.143
*
```

=====

Entry 6:
Computed, not measured: an isolated molecule of C4H6O2, with the ωB97M-V functional and the def2-TZVPD basis.

The value obtained for the orbital gap is 10.88 eV. The SMILES is C[C@H]1OCC1=O. The calculation puts the calculated total energy at -306.447994 Ha. The value obtained for the LUMO energy is 0.9 eV. Its energy above the lowest of the compared OMol25 structures with the same formula, charge and spin is 1.586 eV.

Geometry as ORCA input:
```
! RIJCOSX wB97M-V def2-TZVPD def2/J DEFGRID3
* xyz 0 1
C 0.925 -1.262 -0.089
C 0.587 0.130 0.416
O 0.483 1.091 -0.655
C -0.943 1.199 -0.558
C -0.906 0.317 0.690
O -1.694 -0.085 1.496
H 1.091 -1.948 0.747
H 0.108 -1.656 -0.703
H 1.825 -1.220 -0.708
H 1.276 0.468 1.202
H -1.460 0.739 -1.411
H -1.293 2.228 -0.425
*
```

=====

Entry 7:
Computed, not measured: a cluster of 2 separate species, C4H6O2 in total, with the ωB97M-V functional and the def2-TZVPD basis.

The value obtained for the orbital gap is 9.37 eV. The calculation puts the calculated total energy at -306.313701 Ha. The value obtained for the LUMO energy is 0.6 eV. Its energy above the lowest of the compared OMol25 structures with the same formula, charge and spin is 5.241 eV.

Geometry as ORCA input:
```
! RIJCOSX wB97M-V def2-TZVPD def2/J DEFGRID3
* xyz 0 1
C 0.936 -0.441 -0.861
O 0.593 -1.320 0.034
C -0.154 -0.819 1.204
C -0.186 0.661 0.988
O 1.124 1.188 0.907
C 0.444 0.892 -0.320
H -0.314 -0.478 -2.700
H -0.990 -0.299 -2.963
H -1.139 -1.290 1.190
H 0.411 -1.131 2.084
H -0.959 1.299 1.407
H 0.236 1.739 -0.968
*
```

=====

Entry 8:
Computed, not measured: a structure of composition C4H6O2, with the ωB97M-V functional and the def2-TZVPD basis.

The value obtained for the orbital gap (alpha / beta) is 8.52 / 8.52 eV. The calculation puts the calculated total energy at -306.358016 Ha. The value obtained for the LUMO energy (alpha / beta) is -0.5 / -0.5 eV. Its energy above the lowest of the compared OMol25 structures with the same formula, charge and spin is 4.035 eV.

Geometry as ORCA input:
```
! RIJCOSX wB97M-V def2-TZVPD def2/J DEFGRID3
* xyz 0 1
O -1.798 0.567 0.492
C -0.872 -0.195 -0.218
C 0.153 0.473 -1.005
C 0.216 -0.845 0.549
C 1.357 -0.092 0.981
O 2.406 -0.513 1.432
H -2.413 0.938 -0.153
H -1.306 -0.995 -0.830
H 0.617 0.050 -1.881
H 0.290 1.555 -0.874
H 0.155 -1.924 0.752
H 1.195 0.980 0.756
*
```

=====

Entry 9:
Computed, not measured: an isolated molecule of C4H6O2 at a distorted geometry, with the ωB97M-V functional and the def2-TZVPD basis.

The value obtained for the orbital gap is 9.51 eV. The calculation puts the calculated total energy at -306.386497 Ha. The value obtained for the LUMO energy is 0.6 eV. Its energy above the lowest of the compared OMol25 structures with the same formula, charge and spin is 3.260 eV.

Geometry as ORCA input:
```
! RIJCOSX wB97M-V def2-TZVPD def2/J DEFGRID3
* xyz 0 1
C -1.652 -0.234 0.251
C -0.382 -0.416 1.076
C 0.974 -0.060 0.548
O 0.833 0.410 -0.694
C 2.013 0.673 -1.390
O 2.866 -0.133 -1.581
H -1.825 0.819 0.009
H -1.602 -0.794 -0.688
H -2.516 -0.596 0.819
H -0.241 -1.470 1.363
H -0.454 0.095 2.048
H 1.987 1.705 -1.761
*
```

=====

Entry 10:
Computed, not measured: an isolated molecule of C4H6O2 at a distorted geometry, with the ωB97M-V functional and the def2-TZVPD basis.

The value obtained for the orbital gap is 9.96 eV. The SMILES is C1=COCOC1. The calculation puts the calculated total energy at -306.437443 Ha. The value obtained for the LUMO energy is 1.0 eV. Its energy above the lowest of the compared OMol25 structures with the same formula, charge and spin is 1.874 eV.

Geometry as ORCA input:
```
! RIJCOSX wB97M-V def2-TZVPD def2/J DEFGRID3
* xyz 0 1
C 1.034 -0.792 0.266
C -1.305 -0.562 0.087
C -1.098 0.922 0.003
C 0.173 1.353 -0.026
H 1.955 -1.341 -0.096
H 0.855 -0.857 1.357
H -1.622 -0.927 1.138
H -2.143 -0.896 -0.610
H -1.819 1.722 0.224
H 0.445 2.434 -0.118
O -0.113 -1.283 -0.365
O 1.302 0.576 -0.119
*
```

=====

Entry 11:
Computed, not measured: a cluster of 2 separate species, C4H6O2 in total at a distorted geometry, with the ωB97M-V functional and the def2-TZVPD basis.

The value obtained for the orbital gap (alpha / beta) is 8.01 / 8.01 eV. The calculation puts the calculated total energy at -306.299583 Ha. The value obtained for the LUMO energy (alpha / beta) is 0.1 / 0.1 eV. Its energy above the lowest of the compared OMol25 structures with the same formula, charge and spin is 5.625 eV.

Geometry as ORCA input:
```
! RIJCOSX wB97M-V def2-TZVPD def2/J DEFGRID3
* xyz 0 1
O 0.239 -1.650 -0.003
C 0.318 -0.331 -0.408
C 1.165 0.799 0.292
C -0.293 0.841 0.279
C 0.409 -0.091 -1.765
O 0.432 0.255 -2.866
H -0.537 -1.674 0.580
H 1.819 1.434 -0.319
H 1.673 0.354 1.148
H -0.817 1.588 -0.315
H -2.069 -0.542 1.623
H -2.523 -1.083 1.873
*
```

=====

Entry 12:
Computed, not measured: an isolated molecule of C4H6O2 at a distorted geometry, with the ωB97M-V functional and the def2-TZVPD basis.

The value obtained for the orbital gap is 9.72 eV. The SMILES is O/C=C\[C@H]1CO1. The calculation puts the calculated total energy at -306.410744 Ha. The value obtained for the LUMO energy is 0.8 eV. Its energy above the lowest of the compared OMol25 structures with the same formula, charge and spin is 2.600 eV.

Geometry as ORCA input:
```
! RIJCOSX wB97M-V def2-TZVPD def2/J DEFGRID3
* xyz 0 1
O -1.602 0.318 1.997
C -1.515 -0.497 0.943
C -0.715 -0.385 -0.117
C 0.525 0.406 -0.210
C 1.638 0.004 -1.075
O 0.783 1.065 -1.447
H -2.233 -1.282 1.035
H -0.965 1.021 1.659
H -0.907 -1.049 -0.950
H 0.783 1.009 0.661
H 2.657 0.289 -0.822
H 1.551 -0.899 -1.674
*
```

=====

Q: What is the formula in the sixth record?
A: C4H6O2

=====

Repeat the fourth record exactly.
Computed, not measured: an isolated molecule of C4H6O2 at a distorted geometry, with the ωB97M-V functional and the def2-TZVPD basis.

The value obtained for the orbital gap is 11.25 eV. The SMILES is C1O[C@@H]1[C@H]1CO1. The calculation puts the calculated total energy at -306.299153 Ha. The value obtained for the LUMO energy is 1.1 eV. Its energy above the lowest of the compared OMol25 structures with the same formula, charge and spin is 5.637 eV.

Geometry as ORCA input:
```
! RIJCOSX wB97M-V def2-TZVPD def2/J DEFGRID3
* xyz 0 1
C 0.336 -1.770 -0.745
C 0.580 -0.581 0.028
C -0.145 0.724 -0.202
C -0.499 1.590 0.931
H 0.305 -2.748 -0.447
H -0.277 -1.607 -1.520
H 0.633 -0.677 0.925
H 0.177 1.125 -1.191
H -0.276 1.318 1.896
H -0.754 2.887 0.948
O 1.434 -1.033 -0.846
O -1.515 0.773 0.223
*
```

=====

Q: Which of these has the lowest calculated total energy?
A: number 3